Record 1
96
Properties=species:S:1:pos:R:3:forces:R:3 method="wB97M-V/def2-TZVPD" spin_multiplicity=2 charge=-1 homo_energy_ha="-0.1354 / -0.1354" orbital_gap_ev="5.65 / 5.57"
Ru 0.107 0.009 -0.145 -0.080 -0.110 0.308
S -1.145 -4.179 -0.431 0.039 0.014 -0.049
S -2.707 0.045 -1.562 -0.440 -0.274 0.375
F -2.495 -2.216 -2.940 -0.009 0.052 -0.002
F -4.317 -1.104 -3.286 0.021 -0.017 0.026
F -4.060 -2.221 -1.449 -0.027 -0.016 0.046
O -0.509 -5.454 -0.856 -0.014 0.002 0.021
O -1.896 -0.584 -0.486 0.547 0.209 -0.225
O -1.957 0.681 -2.603 0.067 0.088 -0.156
O -3.872 0.706 -1.041 0.050 0.155 -0.103
N -0.242 2.008 -0.294 -0.091 -0.013 0.036
N -0.234 -2.889 -0.994 -0.006 -0.003 0.039
N -0.589 0.038 1.790 -0.007 -0.008 -0.067
N 0.520 -2.028 0.038 0.030 0.014 0.022
N 1.181 0.068 -1.880 -0.132 -0.075 -0.102
C -0.572 4.100 -1.168 -0.015 -0.002 -0.004
C -0.542 -0.978 2.684 0.046 -0.068 0.006
C 0.693 -2.672 1.316 0.028 0.017 -0.040
C -1.207 5.920 1.711 0.008 -0.005 -0.003
C 0.825 2.409 -2.446 -0.014 0.055 0.018
C 1.913 -3.944 -0.148 0.006 -0.032 -0.028
C 2.255 0.834 -3.788 -0.031 0.047 0.032
C -1.673 0.674 3.697 0.001 -0.014 0.023
C -3.424 -1.459 -2.346 0.039 -0.008 -0.171
C -2.413 1.545 4.663 -0.001 -0.005 0.004
C 4.901 -1.415 -3.909 -0.003 0.004 0.005
C -1.272 1.051 2.382 -0.002 0.037 -0.015
C -1.525 4.983 -3.311 0.004 -0.007 -0.005
C -1.308 -1.455 5.123 0.002 0.001 0.003
C -1.506 2.304 1.773 -0.007 -0.029 0.026
C 1.366 1.169 -2.656 0.048 -0.080 -0.018
C 3.042 -4.119 3.149 -0.002 0.004 -0.003
C 3.504 -1.276 -4.519 -0.008 -0.004 -0.003
C -0.520 5.203 -2.177 0.009 -0.004 -0.011
C 2.705 1.819 -4.817 -0.001 -0.004 -0.011
C 1.552 -3.832 1.141 0.007 0.030 0.040
C -1.511 2.563 5.368 0.004 -0.001 -0.002
C 2.586 -0.460 -3.667 -0.004 -0.048 0.041
C 3.824 2.730 -4.303 0.003 0.000 0.000
C -1.034 2.749 0.576 0.046 -0.016 -0.054
C -1.245 4.067 0.008 0.021 -0.009 0.013
C 1.941 -4.726 2.275 -0.001 -0.007 -0.006
C -2.023 5.168 0.656 -0.007 0.010 0.006
C 2.773 -4.987 -0.789 0.012 -0.002 0.017
C 1.955 -2.258 -2.063 0.008 -0.040 0.020
C 4.263 -4.633 -0.792 -0.007 -0.002 0.006
C 0.038 2.789 -1.340 -0.002 -0.007 -0.051
C 1.888 -0.974 -2.468 0.011 0.059 0.002
C -0.086 -1.337 6.038 0.000 -0.001 0.000
C -1.201 -0.608 3.892 0.000 0.020 -0.002
C 1.254 -2.853 -0.922 -0.083 0.041 -0.042
C 0.152 -2.198 2.458 -0.032 0.034 0.033
H -2.544 4.974 -2.920 0.001 -0.004 0.001
H 3.955 -3.971 2.569 -0.003 0.003 -0.001
H -2.079 3.195 6.055 -0.001 0.000 0.001
H 0.824 -1.621 5.505 0.000 0.000 0.001
H -0.858 5.238 2.487 -0.002 0.001 0.001
H 1.058 -4.928 2.889 -0.002 -0.001 -0.007
H -1.797 6.707 2.185 -0.002 0.002 0.000
H 2.740 -3.146 3.538 0.002 -0.001 0.004
H 0.489 5.277 -2.594 0.001 0.005 0.011
H 3.584 -0.818 -5.507 0.000 0.001 -0.004
H 3.276 -4.768 3.995 0.001 -0.003 0.000
H 2.627 -5.934 -0.265 -0.015 -0.003 -0.008
H 3.072 -2.268 -4.675 0.003 0.005 -0.003
H 3.507 3.265 -3.407 -0.003 0.000 0.001
H 3.050 1.287 -5.706 -0.003 0.000 -0.004
H 1.853 2.428 -5.131 0.002 -0.001 0.001
H 2.425 -5.156 -1.811 0.004 0.003 -0.002
H -0.326 6.378 1.257 0.000 0.000 0.001
H -2.115 3.001 2.338 0.001 -0.001 0.005
H -1.358 4.017 -3.789 -0.007 -0.001 0.001
H -0.180 -1.976 6.920 -0.001 0.000 0.000
H 4.440 -3.689 -1.308 0.002 0.005 0.000
H 4.850 -5.410 -1.284 0.001 0.001 -0.002
H -2.204 -1.172 5.683 0.000 -0.001 0.003
H 1.022 3.169 -3.190 -0.002 0.004 0.004
H -0.715 6.160 -1.687 -0.007 0.001 -0.002
H -0.730 2.055 5.936 0.000 -0.001 -0.002
H -2.926 4.757 1.114 0.000 -0.003 -0.004
H -1.452 5.767 -4.069 0.003 0.003 0.001
H 0.044 -0.307 6.373 0.001 0.001 -0.002
H -3.217 2.076 4.143 -0.002 -0.002 0.002
H -2.362 5.869 -0.110 -0.006 0.000 0.002
H 4.632 -4.521 0.229 -0.001 -0.002 -0.001
H 0.300 -2.821 3.335 -0.001 0.001 0.000
H 5.371 -0.436 -3.802 0.001 -0.001 -0.003
H -2.904 0.919 5.414 -0.006 0.003 0.000
H 4.707 2.143 -4.042 0.000 -0.001 0.001
H 5.545 -2.039 -4.532 -0.001 -0.002 -0.001
H 4.847 -1.863 -2.916 -0.001 0.000 0.004
H 4.113 3.464 -5.058 0.000 0.000 -0.002
H 2.271 -5.690 1.882 0.007 -0.002 0.002
H -1.450 -2.502 4.842 -0.004 0.001 0.000
H -1.016 3.207 4.639 -0.001 0.001 0.000
H 2.566 -2.942 -2.638 0.016 0.006 0.008

Record 2
22
Properties=species:S:1:pos:R:3:forces:R:3 method="wB97M-V/def2-TZVPD" charge=0 homo_energy_ha=-0.3356 orbital_gap_ev=9.93
O -0.677 2.044 -1.252 0.441 -0.470 0.490
O -0.798 -0.587 -2.335 -0.002 0.062 -0.294
N -0.710 1.351 1.041 -0.235 -2.825 0.765
N 1.398 -2.079 -0.574 -0.607 0.982 0.356
C 1.723 -0.887 0.242 1.279 -1.688 0.938
C 0.812 -0.648 1.454 -0.545 0.924 -0.981
C -1.468 1.889 0.021 1.643 2.354 -1.167
C -0.616 -0.122 1.191 0.662 0.682 -0.167
H -1.194 -0.404 2.063 -0.531 -0.301 -0.066
H -2.390 1.383 -0.231 -0.078 -0.315 0.429
H 0.140 1.706 1.425 0.009 1.369 -0.481
H -0.441 -0.416 -3.217 -0.036 -0.235 0.169
H 1.394 0.028 2.093 -0.438 -0.097 0.418
H 1.989 -0.054 -0.402 -0.554 0.334 0.012
H 2.668 -1.155 0.748 0.036 0.243 -0.400
H -1.600 2.954 0.229 -0.690 -0.224 0.256
H 0.636 -1.601 1.948 0.515 -0.117 0.229
H -0.972 -0.594 0.274 -0.367 -0.205 0.203
H -1.125 1.718 -2.029 -0.731 0.092 -0.193
H 0.490 -1.854 -0.967 -0.099 -0.384 -0.575
H -0.464 0.153 -1.808 0.198 0.016 0.138
H 1.206 -2.826 0.086 0.129 -0.196 -0.080

In kcal per mole, the ΔE to the lowest compared entry with this formula, charge and spin values for the records above are, in order, 93.9, 33.6.